Record 1
The following is a quantum chemistry calculation of C32H41CsGeN7S as an isolated structure, from the OMol25 dataset.

Results
F_max = 0.5 eV Å⁻¹
Gap between HOMO and LUMO (alpha / beta) = 6.57 / 5.37 eV

Geometry as ORCA input:
```
! RIJCOSX wB97M-V def2-TZVPD def2/J DEFGRID3
* xyz 0 2
Cs -0.01051 -0.84425 0.25873
C -1.29039 -6.97532 2.48717
C -0.23925 -6.91843 1.38570
N 0.83948 -6.00148 1.67071
C 0.80026 -4.64296 1.53561
S -0.50879 -3.95205 0.65991
N 1.82106 -4.06207 2.14986
N 1.93504 -2.71835 2.02084
C 2.88364 -2.19939 2.72525
C 3.78865 -2.99697 3.62432
C 3.10198 -0.73596 2.67384
C 3.80882 -0.09939 3.70481
C 4.03804 1.26086 3.64858
C 3.57202 1.97739 2.55657
C 2.87909 1.27602 1.58442
N 2.63817 -0.03091 1.63225
H -2.07766 -7.68979 2.23858
H -1.74316 -5.99194 2.61374
H -0.84604 -7.27603 3.43806
H -0.69960 -6.61429 0.44672
H 0.20448 -7.90472 1.22875
H 1.58323 -6.31087 2.27775
H 3.79420 -4.03451 3.30695
H 3.43846 -2.97628 4.66108
H 4.80525 -2.60267 3.60897
H 4.16400 -0.67160 4.54846
H 4.57840 1.75519 4.44608
H 3.73711 3.04063 2.45006
H 2.50449 1.79656 0.70894
N -3.33634 -0.91102 -0.60631
C -3.45295 -2.22347 -1.25922
C -2.82068 -2.17961 -2.63660
N -1.39788 -1.94300 -2.52884
C -0.64479 -2.08666 -3.75387
C 0.84127 -2.01416 -3.46144
N 1.19783 -0.67515 -2.96820
H -3.74591 -0.95157 0.32049
H -3.87556 -0.23092 -1.13150
H -4.49376 -2.55844 -1.35096
H -2.91451 -2.95344 -0.65196
H -3.33516 -1.42750 -3.26302
H -2.97342 -3.14680 -3.12269
H -1.23199 -1.02715 -2.13100
H -0.91480 -1.33601 -4.51965
H -0.87021 -3.06549 -4.18546
H 1.40651 -2.29868 -4.35725
H 1.06836 -2.73485 -2.67334
H 1.09255 -0.00525 -3.72402
H 2.17536 -0.65365 -2.69832
C -2.21713 3.97993 3.67225
C -1.05127 3.23209 3.58057
C -0.60862 2.78745 2.34396
C -1.31855 3.08663 1.18086
C -2.49087 3.83650 1.28755
C -2.93630 4.28136 2.52445
Ge -0.65826 2.47710 -0.54249
C -1.92033 2.77661 -1.98740
C -1.50420 3.32507 -3.20104
C -2.40186 3.50721 -4.24395
C -3.73236 3.14791 -4.08758
C -4.16312 2.60756 -2.88297
C -3.26207 2.41998 -1.84655
C 1.09067 3.24615 -0.91100
C 1.90766 2.74645 -1.92344
C 3.17543 3.26697 -2.13706
C 3.64778 4.29547 -1.33430
C 2.84536 4.80548 -0.32293
C 1.57681 4.28407 -0.11274
H -2.56394 4.32799 4.63658
H -0.48592 2.99259 4.47225
H 0.30922 2.20897 2.29321
H -3.05908 4.08655 0.39891
H -3.84385 4.86790 2.59163
H -0.46892 3.61889 -3.33497
H -2.06215 3.93663 -5.17786
H -4.43342 3.29420 -4.89906
H -5.20323 2.33509 -2.75296
H -3.61004 2.00439 -0.90771
H 1.55511 1.92615 -2.53738
H 3.80143 2.86521 -2.92392
H 4.63945 4.69783 -1.49544
H 3.20817 5.61066 0.30346
H 0.96400 4.68332 0.68754
*
```

---

Record 2
The following is a quantum chemistry calculation of a 9-piece molecular cluster, C32H41F21N2O14 overall, from the OMol25 dataset.

Results
F_max = 2.8 eV Å⁻¹
Gap between HOMO and LUMO = 11.25 eV
SMILES = CCOC(=O)C(F)(F)F.CCOC(=O)C(F)(F)F.CCOC(=O)C(F)(F)F.CCOC(=O)C(F)(F)F.CCOC(=O)C(F)(F)F.CCOC(=O)C(F)(F)F.CCOC(=O)C(F)(F)F.CC#N.CC#N

Geometry as ORCA input:
```
! RIJCOSX wB97M-V def2-TZVPD def2/J DEFGRID3
* xyz 0 1
C -7.46294 -4.77695 -4.96798
C -6.94387 -4.19531 -6.19018
N -6.55721 -3.71661 -7.15956
H -6.62021 -5.19752 -4.42037
H -8.12463 -5.59701 -5.24777
H -8.01107 -4.00139 -4.43947
C -5.92548 -0.67898 -7.35961
C -5.22677 0.59825 -7.56010
N -4.69073 1.60969 -7.66504
H -6.05876 -1.12268 -8.34147
H -6.87630 -0.44868 -6.88228
H -5.33828 -1.29316 -6.68344
C -2.27386 4.74798 -9.87930
C -3.30957 3.70240 -10.32143
O -3.96081 4.06960 -11.52293
C -4.85947 5.02387 -11.58993
O -5.23849 5.63625 -10.62917
C -5.38538 5.35724 -12.98762
F -6.61907 5.83191 -12.86358
F -4.63373 6.27160 -13.58070
F -5.43143 4.26594 -13.74476
H -2.74552 5.69447 -9.60692
H -1.59204 4.95949 -10.70294
H -1.69547 4.42564 -9.01424
H -4.00185 3.42547 -9.52903
H -2.65665 2.88772 -10.63547
C -1.39816 2.23550 -6.75217
C -1.71619 1.26757 -7.86799
O -0.60744 0.42119 -8.26558
C -0.05193 0.60155 -9.44083
O -0.31230 1.46869 -10.21346
C 1.06618 -0.41741 -9.69059
F 1.26902 -1.26877 -8.70838
F 0.76835 -1.09850 -10.80236
F 2.20815 0.23146 -9.92954
H -2.20653 2.93324 -6.55659
H -0.55947 2.89734 -6.99029
H -1.05302 1.63732 -5.90913
H -2.04445 1.77704 -8.77310
H -2.46695 0.52072 -7.64223
C -8.05587 3.40784 -10.38969
C -7.18353 2.40041 -9.61091
O -7.34377 1.05813 -10.09329
C -6.74082 0.69281 -11.20350
O -6.24311 1.44359 -11.99239
C -6.92467 -0.79672 -11.51059
F -5.87989 -1.25898 -12.17348
F -7.16353 -1.53702 -10.43669
F -8.00131 -0.92478 -12.31171
H -9.02647 3.45128 -9.89859
H -8.09451 3.11398 -11.43386
H -7.60271 4.38909 -10.24997
H -7.46699 2.37745 -8.56508
H -6.14022 2.70499 -9.65643
C -2.79035 -2.51393 -6.98597
C -2.98996 -3.33489 -5.70899
O -2.96097 -4.70655 -5.96819
C -1.82511 -5.38945 -5.92591
O -0.76820 -4.95469 -5.59854
C -2.04030 -6.84411 -6.39242
F -1.42531 -7.65067 -5.51391
F -3.31206 -7.17935 -6.45427
F -1.43268 -7.03485 -7.56043
H -1.90544 -2.94609 -7.46512
H -2.54208 -1.45604 -6.94391
H -3.65706 -2.61714 -7.63989
H -3.94615 -3.06293 -5.25791
H -2.22432 -3.04464 -4.98304
C -11.64093 -0.66489 -3.17621
C -10.55376 0.15817 -3.83295
O -9.26966 -0.10573 -3.28415
C -8.50832 -1.02308 -3.83680
O -8.81500 -1.73160 -4.74989
C -7.07398 -1.04964 -3.20806
F -6.93086 -2.17464 -2.47525
F -6.18043 -1.10613 -4.20426
F -6.85502 -0.00373 -2.42816
H -11.55495 -0.63469 -2.08707
H -11.47539 -1.71861 -3.41892
H -12.66843 -0.40589 -3.41579
H -10.72159 1.22301 -3.65801
H -10.54197 0.06712 -4.91911
C -12.15038 0.98512 -12.65556
C -10.74809 1.23105 -12.09397
O -10.71142 1.29681 -10.67945
C -10.68814 0.14443 -10.02548
O -10.73801 -0.93220 -10.53361
C -10.33564 0.34402 -8.53854
F -11.21864 -0.33906 -7.80199
F -9.12518 -0.14552 -8.27675
F -10.32202 1.62905 -8.19692
H -12.18128 1.26482 -13.70625
H -12.85116 1.52417 -12.01957
H -12.37141 -0.08217 -12.62926
H -10.35287 2.15519 -12.51630
H -10.06732 0.47408 -12.49028
C -3.29049 1.86733 -4.05116
C -4.36427 2.62104 -3.26228
O -4.97657 3.60796 -4.07957
C -6.30105 3.55067 -4.26022
O -7.05030 3.03789 -3.49381
C -6.74828 4.34278 -5.49850
F -7.10307 5.58919 -5.15621
F -5.79311 4.40775 -6.42275
F -7.82961 3.74576 -6.03707
H -3.66998 1.42543 -4.97012
H -2.72249 1.19428 -3.41042
H -2.55929 2.61297 -4.36720
H -3.95594 3.06724 -2.35670
H -5.08767 1.87531 -2.92258
*
```

---

Record 3
The following is a quantum chemistry calculation of C32H41N6O3ReS3 as an isolated structure, from the OMol25 dataset.

Results
F_max = 2.9 eV Å⁻¹
Gap between HOMO and LUMO (alpha / beta) = 5.93 / 6.33 eV

Geometry as ORCA input:
```
! RIJCOSX wB97M-V def2-TZVPD def2/J DEFGRID3
* xyz 3 2
Re 0.84956 -0.39413 0.55126
O -1.11759 0.83098 0.93586
S -1.93755 1.66395 1.92740
C -1.75456 0.85529 3.57580
C -2.89581 -0.11464 3.83208
C -2.88738 -1.30191 2.86751
C -1.89683 -2.37766 3.30045
S -1.04354 -3.19592 1.89353
O -0.19665 -2.10452 1.27793
C -2.44936 -3.36059 0.76500
C -2.56968 -2.50464 -0.31582
C -3.66419 -2.63042 -1.15488
C -4.61183 -3.61308 -0.91566
C -4.47424 -4.47260 0.16292
C -3.37992 -4.35961 1.00769
C -0.96225 3.13859 2.34301
C -1.63037 4.35378 2.34732
C -0.95217 5.49707 2.73977
C 0.37388 5.42232 3.13253
C 1.03682 4.20433 3.11581
C 0.36989 3.05605 2.72273
H -1.76137 1.65725 4.31129
H -0.78000 0.36980 3.56744
H -3.84770 0.41117 3.74495
H -2.82671 -0.47222 4.86115
H -2.63423 -0.93901 1.86945
H -3.88771 -1.73021 2.81976
H -2.38093 -3.17676 3.85682
H -1.08727 -1.97880 3.91088
H -1.82111 -1.74419 -0.48089
H -3.77526 -1.96273 -1.99346
H -5.45762 -3.71134 -1.57763
H -5.21256 -5.23716 0.34178
H -3.26691 -5.03912 1.83747
H -2.66703 4.41390 2.05439
H -1.46174 6.44674 2.73724
H 0.88517 6.31148 3.46624
H 2.06709 4.14552 3.43521
H 0.88129 2.10438 2.72247
C 5.47478 -2.76695 -0.74514
N 5.15967 -1.36528 -0.81185
C 5.92405 -0.40469 -1.40744
C 5.27177 0.77099 -1.29897
N 4.07954 0.54529 -0.61430
C 4.04097 -0.79507 -0.33127
S 2.91509 -1.73511 0.52586
C 3.17875 1.58858 -0.33217
C 3.70654 2.88201 -0.27531
C 2.87730 3.98210 -0.17863
C 1.50759 3.76382 -0.22648
C 1.05160 2.46439 -0.21953
N 1.84822 1.37279 -0.18855
H 6.45850 -2.93492 -1.17389
H 4.74180 -3.34729 -1.30590
H 5.47857 -3.11549 0.28618
H 6.86980 -0.62017 -1.86179
H 5.54962 1.71547 -1.71280
H 4.77259 3.02327 -0.28452
H 3.29484 4.97461 -0.10313
H 0.80516 4.57970 -0.24627
H -0.01381 2.27950 -0.22661
O 2.19602 -0.35345 4.53260
C 1.80215 -0.17499 3.46065
N 1.34895 0.07710 2.38405
C -2.21616 -1.74694 -4.74272
C -1.10303 -0.71152 -4.56773
N -0.68456 -0.53731 -3.18089
C -1.34082 0.53877 -2.46041
C -0.86776 1.92039 -2.91211
C 0.19993 -1.34996 -2.62043
C 0.82463 -2.41868 -3.47187
N 0.58801 -1.29472 -1.35759
H -2.31056 -1.96896 -5.80129
H -3.16973 -1.35676 -4.40001
H -2.01385 -2.67881 -4.22087
H -1.46566 0.25082 -4.92921
H -0.24463 -0.98809 -5.17850
H -1.15497 0.41572 -1.39022
H -2.41793 0.45519 -2.64242
H 0.19341 2.06157 -2.72016
H -1.42819 2.67844 -2.37488
H -1.04456 2.07380 -3.97187
H 1.44672 -1.96095 -4.24160
H 0.08805 -3.04111 -3.97319
H 1.46570 -3.07229 -2.88207
H 1.14430 -2.13614 -1.20156
*
```

---

Record 4
The following is a quantum chemistry calculation of C32H41N6O3SSi2Ta as an isolated structure, from the OMol25 dataset.

Results
F_max = 0.3 eV Å⁻¹
Gap between HOMO and LUMO = 7.80 eV

Geometry as ORCA input:
```
! RIJCOSX wB97M-V def2-TZVPD def2/J DEFGRID3
* xyz 2 1
Ta -0.42283 -0.02318 -0.09357
O -1.46333 -1.60902 0.94837
C -2.89081 -1.61567 1.07952
C -3.38964 -1.32176 -0.29283
C -4.65379 -1.69895 -0.70684
C -5.02205 -1.45941 -2.01870
C -4.09987 -0.87003 -2.86979
C -2.86443 -0.51678 -2.37297
N -2.50478 -0.71500 -1.09443
H -1.02019 -1.99373 1.72589
H -3.19547 -0.85480 1.79914
H -3.21058 -2.60184 1.41441
H -5.32390 -2.19274 -0.01621
H -6.00073 -1.74798 -2.37753
H -4.32906 -0.68873 -3.90995
H -2.13419 -0.04858 -3.01451
O -1.70849 1.01854 1.02713
C -1.99252 2.29788 1.30156
C -3.27376 2.64413 1.72827
C -3.59797 3.96726 1.95635
C -2.65177 4.97076 1.75634
C -1.37798 4.62909 1.35672
C -1.02226 3.29201 1.13906
C 0.35544 2.92985 0.82192
N 0.83297 1.79248 0.29898
C 2.21395 1.89910 0.30636
C 2.56902 3.10327 0.80194
N 1.39092 3.73351 1.11976
H -4.00690 1.85863 1.86414
H -4.59676 4.22407 2.28307
H -2.91145 6.00760 1.91449
H -0.65411 5.41753 1.18808
H 2.84533 1.10947 -0.04275
H 3.53175 3.55676 0.95444
H 1.30766 4.62824 1.57387
C 0.07299 -3.99071 -0.75335
Si 1.11272 -3.22583 0.59764
C 0.17935 -3.50043 2.24532
C 2.68502 -4.18586 0.94503
C 1.50643 -1.33897 0.28038
C 1.64992 -0.80655 1.65910
C 2.65868 -0.89116 2.62080
C 2.43236 -0.33890 3.86794
C 1.22391 0.30010 4.15697
C 0.27222 0.36764 3.16748
N 0.49747 -0.18594 1.96842
Si 3.07400 -1.38506 -0.87728
C 4.65425 -1.44521 0.13453
C 3.39113 0.08057 -2.02536
C 3.08233 -2.84064 -2.07526
H -0.07296 -5.05014 -0.52697
H 0.51914 -3.92573 -1.74401
H -0.91257 -3.52340 -0.80162
H 0.66116 -4.36249 2.71159
H -0.87074 -3.79922 2.15355
H 0.27091 -2.69925 2.98789
H 2.39979 -5.23270 1.08507
H 3.11902 -3.85292 1.89147
H 3.46079 -4.15954 0.18588
H 3.58762 -1.39216 2.40185
H 3.19771 -0.40882 4.63030
H 1.03366 0.73007 5.12938
H -0.68441 0.85526 3.30468
H 4.80969 -0.53231 0.71449
H 5.47432 -1.49692 -0.58736
H 4.75723 -2.30124 0.80012
H 4.06149 0.82533 -1.59551
H 2.51965 0.58704 -2.43124
H 3.92058 -0.34298 -2.88375
H 2.65332 -3.78192 -1.74839
H 4.13887 -3.03223 -2.28792
H 2.63521 -2.58077 -3.03575
C -1.64590 3.79406 -3.32287
C -0.38186 3.22535 -3.31124
C -0.12226 2.19361 -2.43330
N -1.04518 1.70278 -1.58940
C -2.26681 2.25903 -1.61017
C -2.60333 3.29939 -2.45270
H -1.88022 4.60489 -3.99960
H 0.39973 3.56344 -3.97624
H 0.85207 1.73381 -2.40430
H -2.99788 1.85116 -0.92916
H -3.60358 3.70714 -2.41914
O 0.94267 -0.20116 -4.17775
S 0.35670 -1.19306 -3.30063
N 0.09614 -0.79840 -1.88935
*
```

---

Record 5
The following is a quantum chemistry calculation of C32H41NO6 in the gas phase, from the OMol25 dataset.

Results
F_max = 8.7 eV Å⁻¹
Gap between HOMO and LUMO = 6.86 eV
SMILES = CCOCc1c(O)c(CCCCN)c(CCOC(=O)CC)c2c1C(=O)C(CC)=C(Cc1cccc(C)c1)C2=O

Geometry as ORCA input:
```
! RIJCOSX wB97M-V def2-TZVPD def2/J DEFGRID3
* xyz 0 1
C -1.85660 -3.11601 6.46808
C -1.81483 -1.47996 6.57002
O -1.62089 -0.78196 5.28377
C -0.23862 -0.29071 5.17468
C 0.19252 0.25930 3.69217
C 1.19937 1.58289 3.61101
O 1.61464 2.19453 4.90940
C 1.67117 2.19113 2.12923
C 2.66453 3.53642 2.13873
C 1.60575 4.83096 2.10536
C 1.77755 5.77242 0.77018
C 0.42884 5.86649 -0.17547
N 0.77679 5.91676 -1.67759
C 1.17133 1.52490 0.68049
C 1.69905 2.16214 -0.77314
C 3.24388 1.54720 -0.95403
O 3.63017 1.35050 -2.35959
C 4.94944 0.63587 -2.37846
O 5.86720 0.76684 -1.38251
C 5.43144 -0.34215 -3.63570
C 4.21427 -1.22461 -4.28946
C 0.13796 0.21739 0.76127
C -0.29333 -0.37987 2.26303
C -1.29497 -1.71820 2.19831
O -1.20277 -2.76620 3.02048
C -2.41308 -1.65886 0.95514
C -3.90473 -2.26002 1.33036
C -4.04497 -3.87034 0.96174
C -2.05027 -1.08376 -0.40240
C -3.17919 -0.98860 -1.58662
C -2.75699 -1.67834 -3.01205
C -2.46719 -0.65451 -4.29360
C -2.08107 -1.14260 -5.81043
C -1.94947 -2.75133 -6.12241
C -2.23146 -3.77960 -4.86651
C -2.15789 -5.42036 -5.15322
C -2.62945 -3.28470 -3.32152
C -0.48734 -0.52137 -0.60342
O 0.22291 -0.67607 -1.72455
H -1.89990 -3.63852 7.54006
H -2.86365 -3.44236 5.93126
H -0.93804 -3.60187 5.91951
H -2.76835 -1.10370 7.17605
H -0.87829 -1.20156 7.25582
H -0.13475 0.58038 5.98411
H 0.48114 -1.17500 5.50325
H 2.60550 2.09115 5.03231
H 3.30137 3.63929 1.15833
H 3.32237 3.61067 3.10561
H 0.49637 4.41219 2.13692
H 1.84442 5.49762 3.05725
H 1.97694 6.87642 1.16718
H 2.73096 5.48589 0.13668
H -0.30840 4.95883 0.00064
H -0.18604 6.86682 0.02377
H -0.10095 5.74854 -2.24597
H 1.41263 5.12174 -1.92334
H 1.81167 3.32879 -0.74559
H 1.07181 1.79121 -1.68871
H 3.97596 2.27335 -0.40069
H 3.33411 0.47726 -0.43433
H 6.21035 -1.11265 -3.16127
H 6.05762 0.28545 -4.41699
H 4.51117 -2.37506 -4.19992
H 4.20016 -0.97798 -5.45425
H 3.20390 -0.98284 -3.75029
H -4.71262 -1.58340 0.81953
H -4.02685 -2.13635 2.49557
H -3.15316 -4.16606 0.25367
H -5.11060 -4.04163 0.46580
H -4.02439 -4.47309 1.98316
H -3.33601 0.17529 -1.80095
H -4.23810 -1.40193 -1.30210
H -2.58060 0.50172 -4.09560
H -1.93973 -0.29028 -6.62506
H -1.69071 -3.07404 -7.22039
H -2.80498 -5.58738 -6.14224
H -2.76035 -5.95179 -4.29346
H -1.06399 -5.82338 -5.26663
H -2.85174 -4.06732 -2.47949
*
```

---

Look up the F_max of the second one. 2.8 eV Å⁻¹

---

The highest F_max belongs to which entry? C32H41NO6

---

Which value of F_max does entry 5 give? 8.7 eV Å⁻¹